(1)
The following is a DFT calculation (wB97M-V/def2-TZVPD) of one molecule with the formula C2H2N4O2.

```
10
Properties=species:S:1:pos:R:3:mulliken_charge:R:1
C -1.9189 0.0121 -0.1873 -0.2492
C 1.4490 0.7507 0.0046 0.5117
H -2.7089 0.6547 -0.5532 0.2851
H -2.0074 -1.0473 0.0393 0.2979
N -0.9100 0.7586 0.1855 -0.3707
N 0.2354 0.1148 0.6018 0.2331
N 1.6204 -1.4582 -0.1253 0.0404
N 2.2805 -0.3650 0.0398 -0.2794
O 0.3203 -1.3115 0.0799 -0.1037
O 1.6396 1.8912 -0.0852 -0.3652
```

Values from the calculation:
Energy = -446.7256 Eh
Energy relative to the best compared isomer or geometry (same formula, charge and spin) = 155.1 kcal per mole
SMILES = C=Nn1onnc1=O
E_HOMO = -10.5 eV

***

(2)
The following is a DFT calculation (wB97M-V/def2-TZVPD) of a 10-piece molecular cluster, C24H68O16 overall.

```
108
Properties=species:S:1:pos:R:3:mulliken_charge:R:1
C -4.2683 0.5644 5.7380 -1.4412
C -3.0499 1.3756 6.0954 0.6078
C -2.3668 2.0019 4.8249 -1.0760
O -3.5258 2.3728 6.9652 -0.5924
H -4.8165 0.0084 6.4986 0.4044
H -4.0318 -0.1372 4.9381 0.3049
H -5.0001 1.3026 5.4097 0.3941
H -2.3136 0.8256 6.6814 0.0863
H -1.5673 2.6987 5.0769 0.2605
H -2.9045 2.5485 4.0502 0.4743
H -1.6518 1.3718 4.2957 0.2096
H -4.1571 2.0361 7.6054 0.3222
C 4.3400 -4.0493 -1.0470 -1.6842
C 3.5451 -2.7524 -1.0763 1.9026
C 2.8880 -2.2548 0.1968 -0.7712
O 4.5211 -1.7538 -1.5427 -0.6213
H 3.7252 -4.8461 -0.6282 0.3803
H 5.2924 -4.0418 -0.5169 0.3507
H 4.5239 -4.4273 -2.0527 0.3955
H 2.6797 -2.8424 -1.7330 -0.8070
H 2.3373 -3.0178 0.7470 0.4306
H 2.3849 -1.3042 0.0199 -0.4448
H 3.7000 -2.0874 0.9044 0.4749
H 4.0271 -1.0674 -1.9970 0.2867
C 0.6547 -1.3592 -3.9148 0.0516
C 1.3061 -2.0332 -5.1226 0.1707
C 2.7316 -2.4387 -5.0109 -0.9615
O 0.4682 -3.0301 -5.6682 -0.5812
H 0.8063 -2.1029 -3.1325 -0.2222
H -0.4270 -1.2747 -4.0193 -0.3164
H 0.9607 -0.3846 -3.5344 0.4101
H 1.2686 -1.2819 -5.9114 0.3862
H 2.9826 -3.0984 -5.8415 0.3619
H 2.7719 -2.9816 -4.0666 -0.1301
H 3.2778 -1.4955 -5.0234 0.4083
H 0.4827 -3.6632 -4.9467 0.4212
C -0.8952 -1.5754 -0.6889 -0.9722
C -0.8139 -0.2896 0.0805 1.1120
C -0.1407 -0.5687 1.4788 -0.8567
O 0.0765 0.3824 -0.7065 -0.1700
H -1.1320 -1.4884 -1.7493 0.2689
H -1.7982 -1.9429 -0.2013 0.5593
H 0.0158 -2.1674 -0.6017 -0.2328
H -1.8005 0.1662 0.1644 -0.3687
H -0.6958 -1.3176 2.0437 0.4452
H -0.1461 0.3216 2.1076 -0.0567
H 0.9126 -0.8436 1.4241 -0.0062
H -0.3071 0.6866 -1.5323 0.2099
C 5.0067 1.5628 -0.6972 -0.5287
C 3.5153 1.5030 -0.6333 0.0628
O 2.8100 0.9348 -1.7276 -0.5450
O 5.5493 2.5817 -1.4685 -0.5665
H 5.3589 0.6549 -1.1869 0.1867
H 5.4154 1.6767 0.3068 0.2705
H 3.1770 2.5321 -0.5120 0.4568
H 3.1717 0.9992 0.2702 0.1601
H 1.9074 0.7319 -1.4711 0.3002
H 6.4938 2.4737 -1.6024 0.3315
C 1.3187 0.8558 5.8164 -0.7711
C 1.8020 1.9509 6.6696 -0.3580
O 2.9386 2.5579 6.0510 -0.5391
O 0.7564 1.1693 4.5627 -0.2746
H 0.5188 0.2429 6.2316 0.4081
H 2.1493 0.1525 5.7573 0.3397
H 2.0798 1.6073 7.6660 0.4185
H 1.0203 2.7105 6.6627 0.2657
H 3.1424 3.2774 6.6530 0.3161
H 1.4217 1.6720 4.0870 0.1412
C -2.5098 0.7873 -4.8657 -0.5203
C -3.1777 -0.5774 -5.2993 -0.2894
O -4.6111 -0.5410 -5.1484 -0.5744
O -2.0638 0.8697 -3.5418 -0.2374
H -3.1103 1.6224 -5.2264 0.5051
H -1.5414 0.8805 -5.3571 0.2955
H -2.7588 -1.4340 -4.7714 0.1782
H -3.0423 -0.6685 -6.3770 0.3469
H -5.0107 -0.0450 -5.8667 0.3153
H -2.7706 1.3014 -3.0564 0.2653
C -3.4058 3.9835 -0.0182 -0.4395
C -3.7567 2.4766 -0.2085 -0.0104
O -3.4130 2.1041 -1.5790 -0.6275
O -4.3009 4.8312 -0.6470 -0.5680
H -2.4633 4.3777 -0.3982 0.3115
H -3.5786 4.2441 1.0260 0.3232
H -4.8108 2.3975 0.0576 0.2500
H -3.1299 1.8087 0.3823 -0.0268
H -3.7113 2.8265 -2.1365 0.2767
H -3.9576 5.7256 -0.5853 0.3601
C 0.9462 4.4011 2.8137 0.0653
C -0.5344 4.3724 2.4212 -0.4800
O -0.8215 3.1103 1.8381 -0.0853
O 1.6732 4.1781 1.6080 -0.5542
H 1.3114 3.6348 3.4975 -0.3944
H 1.1940 5.3584 3.2724 0.3847
H -0.6137 5.0905 1.6050 0.2762
H -1.2510 4.5840 3.2148 0.4429
H 0.0066 3.0137 1.3622 0.1148
H 2.3026 3.4619 1.7202 0.2841
C -0.5468 -5.2510 -2.3519 0.1843
C -1.8637 -6.0278 -2.4887 -0.5872
O -1.5585 -7.3671 -2.5579 -0.4896
O -0.0498 -4.9964 -3.6874 -0.5429
H 0.2793 -5.7063 -1.8057 0.3211
H -0.4914 -4.2635 -1.8937 -0.2097
H -2.3904 -5.7263 -3.3941 0.3124
H -2.5250 -5.7802 -1.6583 0.4114
H -2.3919 -7.7834 -2.3259 0.3103
H 0.0251 -5.8654 -4.0886 0.2488
```

Values from the calculation:
Energy = -2158.7991 Eh
Energy relative to the best compared isomer or geometry (same formula, charge and spin) = 79.2 kcal per mole
SMILES = CC(C)O.CC(C)O.CC(C)O.CC(C)O.OCCO.OCCO.OCCO.OCCO.OCCO.OCCO
E_HOMO = -9.5 eV

***

(3)
The following is a DFT calculation (wB97M-V/def2-TZVPD) of a 2-piece molecular cluster, C4H7NO2 overall.

```
14
Properties=species:S:1:pos:R:3:mulliken_charge:R:1
C -1.1503 0.2390 1.3033 0.0190
C -2.0649 0.0192 0.3751 -0.6093
C 1.0504 0.1284 2.1107 -0.1828
N 0.2519 0.1225 1.1279 0.0699
H -1.4788 0.5762 2.2613 0.3042
H -1.7778 0.0289 -0.6988 0.1954
H -3.1563 -0.0266 0.6655 0.2346
H 2.1020 -0.2626 2.1105 0.2513
H 0.7704 0.4933 3.0836 0.2466
H 0.5954 -0.4155 0.1513 0.2917
O 1.0409 -1.0057 -0.9870 -0.7043
C 0.6760 -0.2595 -2.0053 0.1115
O 0.1097 0.8375 -1.9087 -0.6149
H 0.9096 -0.6685 -3.0059 0.3873
```

Values from the calculation:
Energy = -361.7788 Eh
Energy relative to the best compared isomer or geometry (same formula, charge and spin) = 64.0 kcal per mole
E_HOMO = -9.1 eV

***

(4)
The following is a DFT calculation (wB97M-V/def2-TZVPD) of a 3-piece molecular cluster, CH2FO4S overall.

```
9
Properties=species:S:1:pos:R:3:mulliken_charge:R:1
C 0.1855 2.1370 -0.8703 0.0778
O -0.3676 -2.5729 -0.5437 -0.4413
O -0.9509 2.4020 -0.9593 -0.3831
O -1.2321 -1.8425 1.6605 -0.4513
O 0.0283 -0.0371 0.3472 -0.4139
F 1.3110 -2.4657 1.4096 -0.7997
S -0.5339 -1.4089 0.4094 1.0837
H 0.8037 1.4860 -1.5569 0.1862
H 0.7560 2.3021 0.1035 0.1416
```

Values from the calculation:
Energy = -838.2788 Eh
Charge = -1
Energy relative to the best compared isomer or geometry (same formula, charge and spin) = 80.0 kcal per mole
E_HOMO = -5.2 eV